Record 1
{
  "formula": "C13H16O3S3",
  "method": "ωB97M-V with the def2-TZVPD basis set",
  "symbols": ["O", "S", "O", "O", "S", "S", "C", "C", "C", "C", "C", "C", "C", "C", "C", "C", "C", "C", "C", "H", "H", "H", "H", "H", "H", "H", "H", "H", "H", "H", "H", "H", "H", "H", "H"],
  "positions_angstrom": [[-0.684, -1.154, 3.068], [-3.914, 1.258, -1.583], [3.092, 3.888, 3.844], [-2.413, -4.189, -2.441], [-2.787, 0.089, 0.972], [-2.139, -0.991, -1.731], [-0.405, -0.219, 2.315], [-2.965, 0.225, -0.760], [2.215, 2.364, 2.121], [1.392, 2.276, 4.396], [1.292, 1.454, 1.731], [0.440, 1.347, 3.910], [2.330, 2.765, 3.480], [0.348, 0.957, 2.608], [2.238, 5.082, 3.958], [-1.042, -3.996, -2.639], [-1.026, -0.265, 0.898], [-3.296, -3.158, -2.938], [-3.584, -2.078, -1.956], [2.885, 2.846, 1.407], [1.344, 2.573, 5.395], [1.332, 1.161, 0.695], [-0.297, 0.876, 4.524], [1.420, 5.280, 3.156], [1.704, 5.035, 4.988], [2.813, 5.976, 3.868], [-1.026, -3.835, -3.699], [-0.365, -4.850, -2.418], [-0.833, -3.092, -2.099], [-0.827, -1.313, 0.608], [-0.593, 0.491, 0.121], [-4.161, -3.740, -3.275], [-2.918, -2.654, -3.824], [-4.437, -1.516, -2.483], [-3.819, -2.490, -0.940]],
  "mulliken_charge": [-0.5691, -0.1733, -0.4284, -0.3877, -0.0542, -0.1038, 0.1115, 0.0783, -0.7561, -0.6542, -0.3319, -0.4746, 0.2603, 0.6106, -0.6728, -0.4468, -0.1528, -0.8101, -0.2596, 0.4004, 0.5514, 0.2795, 0.4281, 0.2686, 0.2605, 0.3179, 0.2870, 0.2355, 0.1258, 0.3442, 0.3123, 0.3664, 0.3946, 0.3643, 0.2781],
  "homo_energy_ev": -8.518,
  "smiles": "COCCSC(=S)SCC(=O)c1ccc(OC)cc1",
  "charge": 0,
  "relative_energy_ev": 1.858,
  "gap_ha": 0.278,
  "e_lumo_ev": -0.9492
}



Record 2
{
  "formula": "C13H17AuIN7S",
  "method": "ωB97M-V with the def2-TZVPD basis set",
  "symbols": ["Au", "C", "C", "N", "C", "C", "S", "C", "C", "N", "H", "H", "H", "H", "H", "H", "H", "H", "H", "H", "H", "H", "H", "H", "I", "C", "C", "N", "N", "C", "H", "H", "H", "N", "C", "C", "C", "N", "C", "N"],
  "positions_angstrom": [[0.545, 0.721, 0.040], [-0.966, 1.676, 2.507], [-2.218, 1.713, 1.620], [-1.825, 1.814, 0.221], [-2.579, 1.132, -0.814], [-2.640, -0.379, -0.704], [-1.097, -1.405, -0.141], [-1.275, -1.435, 1.682], [-0.193, -0.738, 2.492], [0.069, 0.671, 2.101], [-0.474, 2.647, 2.447], [-1.236, 1.505, 3.552], [-2.849, 0.839, 1.775], [-2.821, 2.563, 1.949], [-1.689, 2.780, -0.052], [-3.642, 1.420, -0.857], [-2.143, 1.402, -1.776], [-3.337, -0.746, 0.053], [-2.830, -0.814, -1.688], [-2.266, -1.042, 1.889], [-1.278, -2.503, 1.907], [-0.514, -0.783, 3.538], [0.748, -1.277, 2.408], [0.921, 0.936, 2.593], [0.822, -6.179, -1.144], [0.018, -4.315, -0.776], [-1.303, -4.057, -0.846], [-1.842, -2.812, -0.636], [0.587, -1.959, -0.294], [0.867, -3.199, -0.539], [-2.041, -4.802, -1.118], [-2.819, -2.721, -0.884], [1.949, -3.350, -0.562], [0.824, 0.695, -1.932], [0.785, -0.117, -2.777], [0.569, -1.048, -3.746], [-0.776, -1.496, -3.730], [-1.874, -1.791, -3.529], [1.601, -1.624, -4.533], [2.446, -2.105, -5.145]],
  "mulliken_charge": [0.6756, -0.7335, -0.5980, -0.0167, -1.5204, -0.9479, 0.9654, -0.8986, -0.7940, -0.4350, 0.4218, 0.3940, 0.1608, 0.4553, 0.3080, 0.3703, 0.4509, 0.8235, 0.7347, 0.3529, 0.6191, 0.4181, 0.4723, 0.4229, 0.3176, -0.7948, -0.0855, -0.0879, -0.2718, -0.0263, 0.5302, 0.2741, 0.4849, -0.4936, 0.5850, -0.0393, 0.3344, -0.5270, 0.0554, -0.3568],
  "homo_energy_ev": [-14.276, -14.276],
  "charge": 2,
  "relative_energy_ev": 3.284,
  "gap_ha": [0.173, 0.173],
  "e_lumo_ev": [-9.5698, -9.5707]
}



Record 3
{
  "formula": "C13H17BCl3NO4P",
  "method": "ωB97M-V with the def2-TZVPD basis set",
  "symbols": ["C", "C", "O", "P", "C", "C", "N", "O", "O", "C", "C", "H", "H", "H", "H", "H", "H", "H", "H", "H", "H", "H", "Cl", "B", "Cl", "Cl", "O", "C", "C", "C", "C", "C", "C", "C", "H", "H", "H", "H", "H", "H"],
  "positions_angstrom": [[3.175, -1.054, -2.586], [1.770, -1.180, -2.091], [1.726, -1.871, -0.829], [0.256, -2.316, -0.267], [-0.216, -0.980, 0.779], [-1.340, -0.312, 0.542], [-2.314, 0.344, 0.252], [-0.702, -2.687, -1.329], [0.650, -3.484, 0.767], [1.577, -4.498, 0.328], [1.472, -5.742, 1.167], [3.199, -0.256, -3.323], [3.865, -0.809, -1.782], [3.486, -1.968, -3.084], [1.320, -0.187, -1.986], [1.141, -1.746, -2.779], [0.406, -0.713, 1.629], [1.363, -4.746, -0.716], [2.568, -4.057, 0.413], [2.290, -6.411, 0.896], [1.554, -5.529, 2.234], [0.527, -6.262, 0.977], [1.506, 2.102, -2.789], [-0.281, 2.068, -2.286], [-1.168, 3.605, -2.890], [-1.128, 0.553, -3.130], [-0.434, 1.807, -0.842], [-1.671, 1.941, -0.284], [-1.778, 2.906, 0.888], [-3.003, 2.893, 1.552], [-3.219, 3.694, 2.671], [-2.190, 4.528, 3.126], [-0.968, 4.579, 2.460], [-0.742, 3.745, 1.346], [-2.479, 2.061, -1.052], [-3.786, 2.255, 1.153], [-4.172, 3.641, 3.194], [-2.306, 5.057, 4.063], [-0.160, 5.236, 2.807], [0.207, 3.792, 0.804]],
  "mulliken_charge": [-1.3774, 0.9325, -0.3730, 1.0013, -0.7598, 0.4691, -0.5201, -0.7707, -0.3612, -0.0555, -1.3189, 0.3827, 0.2982, 0.3473, -0.7937, 0.3735, 0.3767, 0.3046, 0.2508, 0.3793, 0.3206, 0.3108, -0.3320, 0.7476, -0.3657, -0.3326, -0.4759, -0.2010, 0.3999, -0.2764, -0.6406, -0.3553, -0.5587, -0.2159, 0.3860, 0.3811, 0.3603, 0.3445, 0.3557, 0.3617],
  "homo_energy_ev": -5.800,
  "charge": -1,
  "relative_energy_ev": 0.544,
  "gap_ha": 0.321,
  "e_lumo_ev": 2.9307
}



Record 4
{
  "formula": "C13H17ClN6O2S2",
  "method": "ωB97M-V with the def2-TZVPD basis set",
  "symbols": ["O", "O", "Cl", "N", "N", "N", "S", "C", "C", "C", "C", "C", "C", "C", "N", "N", "N", "C", "C", "C", "C", "C", "C", "S", "H", "H", "H", "H", "H", "H", "H", "H", "H", "H", "H", "H", "H", "H", "H", "H", "H"],
  "positions_angstrom": [[1.688, 0.612, 2.051], [0.490, -1.558, 2.248], [-1.129, -1.618, 4.806], [-1.962, 0.942, 5.317], [0.205, -2.289, -1.557], [-0.483, 0.425, 0.825], [-2.602, 3.684, 4.865], [-1.864, 2.084, 4.669], [1.302, -2.682, -2.157], [-1.217, 0.075, 4.524], [-1.758, 4.159, 3.344], [-1.030, 3.111, 2.778], [-0.653, 0.712, 3.455], [-0.338, -0.328, -0.172], [-1.122, 1.997, 3.547], [-1.363, 0.140, -0.915], [0.532, -1.417, -0.549], [-3.358, 0.266, -2.191], [2.726, -0.316, -3.481], [-2.166, -0.615, -1.867], [1.999, -1.230, -0.437], [3.414, -1.304, -2.606], [2.557, -2.072, -1.575], [0.382, -0.068, 2.162], [1.310, -3.327, -3.061], [-1.817, 5.171, 2.972], [-0.400, 3.118, 1.887], [-1.827, 0.803, -0.279], [-3.050, 1.292, -2.512], [-3.947, 0.379, -1.293], [-4.016, -0.181, -2.946], [2.275, 0.465, -2.920], [3.454, 0.172, -4.169], [1.943, -0.825, -4.041], [-2.499, -1.533, -1.426], [-1.631, -0.795, -2.827], [2.397, -1.612, 0.538], [2.295, -0.161, -0.539], [4.195, -0.747, -2.065], [3.923, -2.034, -3.217], [3.148, -2.893, -1.188]],
  "mulliken_charge": [-0.6984, -0.6369, -0.1649, -0.6592, -0.8106, -0.5545, -0.1347, 0.2449, -0.5358, 0.8031, -0.5126, -0.1581, -0.5049, 0.1745, -0.0188, -0.1704, 0.7583, -1.4377, -1.1642, -0.0475, -0.9253, -0.9364, 0.5491, 1.4680, 0.4245, 0.4351, 0.4040, 0.3609, 0.3320, 0.3915, 0.3944, 0.2966, 0.3900, 0.3040, 0.2905, 0.2225, 0.2363, 0.3120, 0.3259, 0.4610, 0.4917],
  "homo_energy_ev": -8.775,
  "smiles": "CCN/C(=N/S(=O)(=O)c1c(Cl)nc2sccn12)N1C[C@H](CC)C=N1",
  "charge": 0,
  "relative_energy_ev": 0.000,
  "gap_ha": 0.342,
  "e_lumo_ev": 0.5188
}